[1]
{
  "formula": "C16H24Cl2GaO4",
  "method": "the ωB97M-V functional and the def2-TZVPD basis",
  "elements": ["C", "C", "O", "O", "C", "C", "C", "Ga", "C", "C", "C", "C", "O", "C", "O", "H", "H", "H", "H", "H", "H", "H", "H", "H", "H", "H", "H", "H", "H", "H", "H", "H", "H", "H", "H", "Cl", "C", "C", "Cl", "C", "C", "C", "C", "H", "H", "H", "H"],
  "xyz": [[-3.756, -3.395, 3.805], [-3.406, -3.656, 2.368], [-4.167, -3.435, 1.450], [-2.170, -4.165, 2.246], [-1.738, -4.445, 0.901], [-0.814, -3.353, 0.372], [-1.472, -2.297, -0.534], [-2.152, -0.603, 0.422], [-1.239, 1.128, -0.200], [0.247, 1.279, 0.119], [1.128, 0.305, -0.668], [1.535, -0.870, 0.206], [2.654, -0.450, 1.030], [2.523, -0.661, 2.347], [2.153, -1.693, 2.873], [-3.682, -4.306, 4.393], [-4.748, -2.971, 3.862], [-3.047, -2.686, 4.222], [-2.582, -4.645, 0.253], [-1.162, -5.364, 0.981], [-0.325, -2.913, 1.238], [-0.031, -3.870, -0.191], [-0.744, -2.009, -1.296], [-2.303, -2.757, -1.067], [-2.019, -0.758, 2.039], [-3.733, -0.436, 0.080], [-1.422, 1.283, -1.265], [-1.762, 1.938, 0.315], [0.568, 2.297, -0.139], [0.427, 1.181, 1.189], [0.635, -0.045, -1.568], [2.055, 0.785, -0.973], [0.704, -1.110, 0.862], [1.774, -1.764, -0.361], [2.809, 0.209, 2.952], [1.445, 1.846, -3.730], [2.010, 3.366, -3.142], [3.173, 3.476, -2.390], [4.137, 2.098, -1.997], [3.586, 4.721, -1.935], [2.843, 5.851, -2.225], [1.682, 5.742, -2.977], [1.269, 4.503, -3.433], [4.490, 4.799, -1.348], [3.169, 6.817, -1.863], [1.096, 6.621, -3.207], [0.364, 4.411, -4.015]],
  "forces_ev_per_angstrom": [[0.307, 0.133, 0.039], [-0.655, 0.359, -0.386], [0.579, -0.393, 0.473], [-0.557, -0.045, -0.170], [0.776, -0.047, -0.004], [-0.231, -0.117, -0.542], [0.161, 0.168, 0.532], [-0.571, 0.003, -0.201], [0.040, -0.295, 0.596], [-0.116, 0.589, -0.943], [0.587, -0.109, 0.768], [-0.703, -0.165, -0.315], [-0.221, 0.467, 0.489], [-0.238, -1.572, 0.554], [0.227, 1.267, -0.752], [-0.045, -0.169, 0.032], [-0.211, -0.015, -0.021], [0.132, 0.101, -0.015], [-0.257, 0.207, -0.016], [-0.005, -0.168, 0.225], [0.100, 0.039, 0.160], [0.143, -0.127, 0.018], [0.042, 0.087, -0.130], [-0.137, -0.022, -0.088], [0.227, -0.057, 0.001], [0.058, 0.078, -0.027], [0.110, -0.006, -0.189], [-0.219, 0.043, 0.038], [0.114, 0.117, 0.071], [0.039, -0.137, 0.190], [-0.226, -0.115, -0.069], [0.038, 0.039, -0.157], [-0.015, -0.213, 0.118], [0.370, -0.098, 0.009], [0.273, 0.095, -0.185], [0.096, 0.018, -0.051], [-0.125, -0.040, -0.061], [0.095, 0.010, 0.066], [0.049, 0.004, -0.095], [-0.035, 0.131, 0.008], [-0.036, -0.010, -0.028], [0.044, -0.007, 0.018], [-0.006, 0.146, 0.023], [0.021, -0.083, 0.009], [0.018, 0.002, 0.013], [-0.025, -0.003, -0.004], [-0.013, -0.089, 0.002]],
  "charge": -1,
  "spin_multiplicity": 1,
  "homo_lumo_gap_ev": 6.865,
  "homo_energy_ev": -4.45
}

---

[2]
{
  "formula": "C16H24ClN2NdO8P2",
  "method": "the ωB97M-V functional and the def2-TZVPD basis",
  "elements": ["C", "C", "H", "H", "H", "O", "Cl", "Nd", "P", "C", "C", "H", "H", "H", "H", "H", "H", "C", "H", "H", "H", "P", "C", "C", "H", "H", "H", "C", "H", "H", "H", "H", "H", "H", "C", "O", "O", "C", "O", "C", "C", "C", "C", "C", "C", "N", "O", "O", "N", "O", "O", "H", "H", "H"],
  "xyz": [[-3.222, 1.905, -4.312], [-2.496, 0.978, -3.382], [-4.088, 1.417, -4.768], [-2.598, 2.295, -5.114], [-3.584, 2.733, -3.698], [-2.995, 0.385, -2.433], [-1.369, 2.806, -2.009], [0.415, 1.694, 0.621], [-0.771, 0.257, -3.871], [-0.966, -1.515, -3.649], [-0.551, 0.638, -5.605], [0.372, 0.130, -5.931], [1.574, 0.581, -3.684], [-0.427, 1.724, -5.740], [0.662, 1.783, -2.702], [-2.028, -1.795, -3.706], [-1.401, 0.284, -6.210], [0.732, 0.719, -2.990], [-0.381, -2.034, -4.423], [0.896, 0.060, -2.125], [-0.583, -1.792, -2.656], [-2.416, 1.646, 1.230], [-3.455, 0.456, 2.101], [-1.627, 2.593, 2.588], [-3.211, 3.384, -0.222], [-4.121, 3.367, 1.330], [-4.446, 2.150, 0.041], [-3.672, 2.748, 0.541], [-0.923, 3.369, 2.214], [-2.468, 3.115, 3.063], [-3.992, 0.944, 2.929], [-2.853, -0.370, 2.497], [-1.127, 1.938, 3.322], [-4.183, 0.030, 1.397], [-1.127, -0.143, -0.026], [-1.631, -1.166, -0.265], [1.575, 0.878, 2.365], [2.041, -0.125, 1.673], [1.762, -0.196, 0.414], [2.850, -1.131, 2.370], [3.011, -2.409, 1.829], [3.738, -3.372, 2.569], [4.317, -3.056, 3.804], [4.159, -1.752, 4.303], [3.404, -0.785, 3.601], [4.772, -1.387, 5.548], [5.424, -2.243, 6.177], [4.610, -0.214, 5.953], [3.856, -4.716, 2.070], [3.308, -4.993, 0.987], [4.487, -5.553, 2.750], [2.597, -2.664, 0.868], [4.879, -3.808, 4.367], [3.274, 0.213, 4.003]],
  "forces_ev_per_angstrom": [[0.072, 0.274, 0.067], [-0.589, -1.745, 1.482], [0.126, -0.203, 0.220], [0.041, 0.075, 0.137], [-0.033, -0.036, -0.172], [0.463, 0.795, -1.523], [1.136, 0.439, 1.559], [-0.925, 0.332, -1.259], [-0.866, 0.073, -0.416], [-0.019, -0.292, 0.043], [0.495, -0.001, -0.338], [-0.348, 0.211, -0.103], [-0.175, -0.047, 0.199], [-0.032, -0.369, 0.027], [0.162, -0.587, -0.246], [0.393, 0.057, -0.078], [0.293, 0.102, 0.290], [0.393, 0.494, 0.034], [-0.211, 0.065, 0.285], [-0.110, 0.136, -0.196], [-0.162, -0.007, -0.352], [-1.065, 0.449, 0.501], [0.121, -0.673, 0.313], [-0.175, 0.157, 0.100], [-0.190, 0.001, 0.193], [0.069, -0.251, -0.131], [0.231, 0.057, 0.171], [0.157, 0.541, -0.548], [-0.310, -0.054, 0.312], [0.528, 0.118, 0.226], [0.150, -0.120, -0.288], [-0.186, 0.113, 0.068], [-0.140, 0.255, -0.181], [0.209, 0.153, 0.149], [-0.876, -4.703, -1.658], [1.374, 3.931, 1.109], [-0.046, -0.285, -0.915], [0.080, 0.023, -0.192], [0.049, 0.469, 1.217], [0.034, -0.339, 0.000], [0.805, -0.733, 0.682], [-0.586, 1.964, 0.306], [-0.051, 0.318, 0.035], [-1.008, -0.147, -1.913], [0.698, -0.759, 0.722], [1.509, 0.951, 3.381], [-1.435, 1.455, -1.682], [0.121, -2.173, -1.103], [0.489, -3.499, -0.904], [0.782, 0.918, 1.756], [-1.264, 2.130, -1.185], [-0.052, -0.135, -0.053], [-0.220, 0.321, -0.229], [0.095, -0.219, 0.082]],
  "charge": 2,
  "spin_multiplicity": 4,
  "s2": 3.756,
  "homo_lumo_gap_ev": [7.521, 7.870],
  "homo_energy_ev": [-15.47, -15.47],
  "de_lowest_kcal_mol": 0.00
}

---

[3]
{
  "formula": "C16H24ClN3O3S",
  "method": "the ωB97M-V functional and the def2-TZVPD basis",
  "elements": ["C", "C", "N", "C", "C", "C", "C", "C", "N", "C", "O", "C", "C", "C", "S", "O", "O", "N", "C", "C", "C", "C", "C", "Cl", "H", "H", "H", "H", "H", "H", "H", "H", "H", "H", "H", "H", "H", "H", "H", "H", "H", "H", "H", "H", "H", "H", "H", "H"],
  "xyz": [[-1.721, -0.862, 2.343], [-2.081, -1.463, 0.678], [-3.198, -0.534, 0.318], [-4.564, -0.818, 0.969], [-5.447, -0.233, -0.428], [-4.638, -0.736, -1.571], [-3.191, -0.598, -1.310], [-2.743, 1.069, -1.635], [-1.551, 1.336, -1.135], [-0.431, 1.427, -1.517], [-0.196, 1.230, -2.796], [0.799, 1.591, -0.663], [2.104, 1.081, -1.183], [3.118, 1.133, -0.248], [4.655, 0.028, -0.828], [4.444, -0.390, -2.048], [5.658, 1.101, -0.698], [4.842, -0.831, 0.598], [6.180, -1.115, 0.710], [3.807, -1.930, 0.498], [3.139, 1.878, 0.674], [1.932, 2.672, 1.294], [0.878, 2.568, 0.447], [-0.544, 3.433, 1.070], [-2.465, -1.041, 2.915], [-0.767, -1.345, 2.600], [-1.462, 0.163, 2.262], [-1.128, -1.294, 0.255], [-2.268, -2.499, 0.867], [-4.723, -0.059, 1.651], [-4.465, -1.824, 1.018], [-6.460, -0.690, -0.309], [-5.594, 0.688, -0.265], [-5.043, 0.053, -2.434], [-4.931, -1.660, -1.838], [-2.641, -1.205, -1.610], [-3.454, 1.640, -1.265], [-2.717, 1.060, -2.508], [-1.703, 1.433, 0.095], [1.983, 0.414, -1.997], [6.782, -0.390, 0.480], [6.501, -1.987, 0.096], [6.238, -1.703, 1.767], [2.895, -1.225, 0.392], [4.063, -2.558, -0.497], [3.866, -2.377, 1.710], [4.188, 1.982, 1.311], [2.056, 3.390, 1.763]],
  "forces_ev_per_angstrom": [[5.605, -1.215, -6.896], [-1.115, 3.478, 6.076], [2.290, -1.401, -2.462], [1.751, 3.618, -7.234], [0.498, -9.331, 3.343], [-1.381, 5.561, -2.515], [-9.512, 13.897, 8.351], [-0.956, -7.105, 8.407], [-6.382, 1.352, 13.329], [10.612, -0.804, -8.735], [-0.205, 0.614, 2.959], [2.674, 1.851, -0.459], [-6.305, 0.488, 2.761], [1.441, -9.726, -12.166], [1.411, 12.363, 13.020], [-2.316, -6.240, -11.156], [0.054, -1.719, -0.213], [-3.256, 0.078, -2.995], [-0.377, -8.962, 4.036], [0.922, 0.809, 2.061], [1.743, 10.245, 15.634], [1.712, -13.200, -12.457], [-1.339, -2.199, 0.160], [-0.045, -0.102, -0.638], [-4.958, -1.305, 4.066], [-0.546, -0.222, 0.471], [-0.213, 1.154, -0.246], [0.522, 0.309, -1.290], [-0.556, -0.870, -0.448], [-0.339, 0.423, 2.309], [-1.336, -3.164, 1.429], [0.666, 0.106, -0.621], [-0.395, 7.203, 0.736], [1.327, -2.229, 1.307], [-0.960, -3.270, -1.017], [8.976, -9.516, -4.951], [-3.509, 2.483, 1.898], [0.194, 0.350, -14.107], [0.781, -0.490, -4.512], [0.405, -0.296, -0.904], [3.316, 4.386, -0.303], [-0.184, 0.298, -0.346], [0.613, 2.051, -1.818], [0.781, -2.119, 0.129], [-0.971, 0.650, 2.784], [-0.522, 0.517, -4.105], [-2.786, -0.321, -1.552], [2.173, 11.522, 8.880]],
  "spin_multiplicity": 1,
  "homo_lumo_gap_ev": 8.481,
  "smiles": "CCN1CCC[C@H]1CNC(=O)c1cc(S(=O)(=O)N(C)C)ccc1Cl",
  "homo_energy_ev": -8.55,
  "de_lowest_kcal_mol": 425.70
}

---

[4]
{
  "formula": "C16H24F30Na3O12P5",
  "method": "the ωB97M-V functional and the def2-TZVPD basis",
  "elements": ["Na", "Na", "Na", "P", "F", "F", "F", "F", "F", "F", "P", "F", "F", "F", "F", "F", "F", "P", "F", "F", "F", "F", "F", "F", "P", "F", "F", "F", "F", "F", "F", "P", "F", "F", "F", "F", "F", "F", "C", "C", "C", "O", "C", "O", "O", "H", "H", "H", "H", "H", "H", "C", "C", "C", "O", "C", "O", "O", "H", "H", "H", "H", "H", "H", "C", "C", "C", "O", "C", "O", "O", "H", "H", "H", "H", "H", "H", "C", "C", "C", "O", "C", "O", "O", "H", "H", "H", "H", "H", "H"],
  "xyz": [[7.458, 5.628, -4.837], [7.661, 9.305, -7.401], [3.993, 6.885, -7.391], [5.363, 7.990, -4.673], [6.470, 7.947, -5.843], [5.721, 9.506, -4.429], [4.225, 8.511, -5.725], [4.319, 7.839, -3.490], [5.040, 6.422, -5.104], [6.568, 7.483, -3.698], [7.210, 5.212, -8.658], [8.124, 5.209, -7.303], [6.154, 6.200, -7.875], [8.004, 6.508, -9.162], [6.266, 5.234, -9.934], [8.248, 4.244, -9.391], [6.394, 3.950, -8.059], [10.087, 7.625, -4.614], [10.664, 8.993, -5.214], [8.957, 8.477, -3.852], [9.093, 7.470, -5.949], [9.350, 6.263, -4.021], [11.147, 6.688, -5.382], [11.093, 7.679, -3.368], [5.355, 9.659, -9.672], [3.838, 10.235, -9.647], [5.380, 9.453, -8.066], [4.844, 8.133, -9.801], [6.930, 9.221, -9.727], [5.367, 9.791, -11.284], [5.859, 11.182, -9.502], [7.382, 12.798, -5.672], [6.957, 11.345, -6.301], [6.165, 13.480, -6.483], [6.378, 12.557, -4.417], [7.807, 14.247, -5.090], [8.549, 12.096, -4.810], [8.404, 12.995, -6.909], [8.366, 9.487, 0.215], [7.032, 10.135, -0.033], [6.418, 9.838, -1.399], [5.068, 9.556, -1.165], [4.874, 9.310, 0.150], [3.839, 8.960, 0.623], [6.004, 9.565, 0.838], [8.385, 8.447, -0.111], [8.529, 9.513, 1.296], [9.158, 10.043, -0.280], [7.083, 11.207, 0.167], [6.962, 8.976, -1.796], [6.572, 10.671, -2.082], [0.931, 9.187, -3.039], [-0.204, 9.164, -4.046], [-0.428, 7.811, -4.719], [-1.838, 7.601, -4.622], [-2.331, 8.422, -3.652], [-3.415, 8.297, -3.184], [-1.435, 9.357, -3.319], [0.827, 10.013, -2.341], [1.906, 9.187, -3.525], [0.887, 8.252, -2.468], [-0.018, 9.921, -4.804], [0.173, 6.991, -4.316], [-0.204, 7.862, -5.787], [3.726, 5.140, -0.802], [5.063, 5.698, -1.222], [6.043, 5.979, -0.060], [7.264, 5.347, -0.446], [7.103, 4.725, -1.634], [7.990, 4.267, -2.275], [5.806, 4.733, -1.998], [3.136, 5.977, -0.433], [3.818, 4.281, -0.142], [3.245, 4.759, -1.709], [4.956, 6.607, -1.807], [5.687, 5.622, 0.908], [6.249, 7.043, 0.058], [4.033, 12.845, -2.141], [3.476, 12.994, -3.561], [3.588, 11.730, -4.455], [2.225, 11.470, -4.821], [1.397, 12.356, -4.265], [0.207, 12.323, -4.360], [2.065, 13.231, -3.482], [3.960, 11.821, -1.779], [3.442, 13.481, -1.478], [5.043, 13.254, -2.130], [4.069, 13.750, -4.077], [3.958, 10.868, -3.909], [4.256, 11.967, -5.275]],
  "forces_ev_per_angstrom": [[0.197, 0.094, -0.486], [-0.072, 0.026, 0.161], [0.898, 0.383, -0.295], [1.293, 0.529, -0.713], [-0.015, 0.122, -0.884], [-0.136, 0.071, 1.037], [-0.447, -0.867, 0.061], [-0.344, 0.475, 0.027], [-0.365, -0.269, 0.032], [-0.671, -0.438, 0.560], [0.761, 0.028, 0.104], [-0.097, -0.140, 0.314], [-0.660, 0.309, 0.336], [-0.016, 0.104, -0.035], [-0.394, 0.001, -0.410], [0.080, -0.185, 0.039], [-0.203, -0.271, 0.082], [-0.080, -0.048, -0.754], [0.344, -0.324, -0.239], [0.073, 0.005, 0.195], [0.034, 0.339, 0.475], [0.340, -0.058, 0.215], [-0.019, 0.279, -0.084], [-0.375, 0.092, 0.301], [0.154, 1.778, -1.539], [-0.041, -0.799, 0.400], [-0.162, -0.083, 0.543], [-0.188, -0.302, 0.157], [-0.063, -0.577, 0.367], [-0.012, -0.141, 0.202], [0.084, -0.096, 0.133], [0.691, 0.269, -0.209], [-0.021, -0.286, 0.089], [0.042, -0.033, -0.076], [-0.328, -0.031, 0.259], [-0.145, -0.048, 0.124], [0.027, -0.104, -0.079], [-0.240, 0.047, 0.003], [-0.205, 0.001, 0.606], [-0.796, -0.125, -0.206], [2.112, 0.270, -0.330], [-0.887, -0.260, 0.277], [0.466, 0.692, -0.448], [-0.084, -0.308, 0.146], [0.202, -0.068, 0.361], [0.006, 0.013, -0.095], [0.262, -0.022, -0.081], [0.020, -0.039, -0.094], [-0.133, -0.023, 0.148], [-0.462, -0.085, -0.318], [-0.420, -0.058, -0.183], [-0.127, -0.944, 0.048], [0.838, -0.218, 0.359], [0.129, 0.286, -1.128], [0.222, -0.190, 0.590], [0.210, -0.202, -0.317], [-0.291, 0.139, 0.101], [-0.085, 0.105, -0.250], [0.100, 0.186, -0.138], [-0.019, 0.259, -0.074], [-0.007, 0.178, 0.181], [-0.623, 0.371, 0.207], [-0.391, -0.042, 0.415], [0.075, 0.037, 0.073], [0.147, -0.021, -1.147], [0.630, -0.011, 0.779], [-0.219, 0.440, -0.002], [-0.035, -0.119, 0.005], [-0.324, 0.594, 0.399], [0.100, -0.424, -0.304], [-0.075, 0.046, -0.336], [-0.158, -0.254, 0.406], [0.009, 0.252, 0.402], [-0.141, 0.164, 0.068], [-0.135, -0.165, -0.210], [0.140, -0.347, -0.083], [-0.017, -0.021, -0.063], [-0.411, 0.609, -0.332], [1.035, -1.087, 0.405], [0.081, 0.578, 0.977], [0.086, -0.015, -0.682], [0.205, -0.032, 0.697], [-0.130, 0.111, -0.214], [-0.041, 0.272, -0.631], [0.219, -0.044, -0.001], [-0.022, -0.022, -0.009], [0.170, -0.475, 0.104], [-0.791, 0.624, 0.050], [0.024, -0.039, -0.028], [-0.382, -0.420, -0.513]],
  "charge": -2,
  "spin_multiplicity": 1,
  "homo_lumo_gap_ev": 9.849,
  "homo_energy_ev": -7.26,
  "de_lowest_kcal_mol": 0.00
}

---

Ordered maximum force results: 1.684, 5.063, 18.797, 2.356; unit eV Å⁻¹.
Ordered total energy results: -102592.231, -82698.983, -50933.850, -182813.978; unit eV.